Record 1
{
  "formula": "C50H47As2FHfN5O4S",
  "method": "ωB97M-V/def2-TZVPD",
  "max_force_ev_per_a": 1.39,
  "energy_ev": -204772.56436,
  "homo_energy_ev": -14.7,
  "e_lumo_ev": -7.47,
  "charge": 3,
  "species": ["C", "H", "C", "H", "C", "H", "C", "H", "N", "H", "H", "C", "C", "H", "H", "C", "C", "H", "H", "C", "C", "C", "H", "O", "O", "H", "C", "H", "H", "N", "C", "C", "C", "C", "H", "N", "H", "C", "C", "C", "H", "H", "H", "C", "C", "H", "C", "C", "C", "H", "H", "N", "C", "H", "H", "H", "C", "As", "H", "C", "C", "C", "H", "O", "C", "C", "H", "C", "C", "H", "H", "C", "H", "F", "C", "C", "C", "H", "H", "C", "H", "Hf", "C", "H", "H", "H", "C", "S", "H", "C", "H", "H", "H", "C", "C", "C", "O", "H", "H", "H", "C", "H", "H", "N", "As", "C", "C", "C", "C", "H", "C"],
  "xyz": [[-0.5778, 2.8149, -0.7042], [-3.5411, -6.3779, -5.9423], [-5.4711, -6.6183, -6.7707], [-1.2982, -2.9288, -3.5179], [2.4697, -5.1807, 2.9542], [-6.7886, -1.8175, -0.0461], [0.6835, -5.5847, -2.7509], [-5.2382, -6.6636, -7.8313], [-0.6425, 1.7128, -1.4047], [4.6103, -0.4092, -1.3933], [0.9226, -1.6139, -5.7039], [3.7002, -4.7456, 3.4222], [-2.3064, -1.7474, -1.3081], [-6.8228, -5.0484, -6.9600], [0.0321, 2.8974, 0.1887], [-2.6064, 1.3578, -4.5478], [1.5743, 0.0406, 2.2295], [3.8059, -0.4782, 0.1703], [-5.7690, -7.2065, -4.1982], [3.1682, -2.0408, -1.1995], [-2.9912, -2.6092, -2.2053], [-7.2981, -6.0094, -5.1524], [-7.5192, -6.5072, -7.1876], [-1.1036, -1.3328, -1.5116], [-1.0341, -1.3736, 1.2204], [-4.8645, -1.3677, 0.9133], [-2.9798, -1.3961, -0.1110], [5.4239, 3.8915, 0.8075], [1.1466, -6.0672, -3.6021], [1.1607, 0.8258, 1.3715], [3.3856, 0.9541, -4.1802], [-4.3272, -2.9546, -1.9595], [0.7238, -3.8798, -1.0573], [4.3018, -3.6249, 2.8623], [5.2597, -3.2788, 3.2275], [-4.9798, -2.4093, -0.8586], [0.8795, -4.8653, 1.5676], [-0.4826, -4.3570, -0.5481], [-3.1861, 2.6373, -4.5764], [1.5296, -0.5648, -3.9292], [-1.3083, -0.0069, -3.5178], [2.8860, -2.1312, -2.2472], [1.9987, -6.0525, 3.3890], [-6.4169, -2.6862, -0.5839], [-2.3407, -3.1556, -3.3262], [3.9250, -2.7923, -0.9837], [3.6665, -0.6312, -0.8990], [-2.0222, -0.6816, 0.7817], [2.7950, 3.4374, -1.9883], [-8.0031, -6.8278, -5.0277], [2.6325, -0.5361, -7.1294], [-4.9893, -5.3323, -4.7398], [4.6897, 3.7623, 0.0233], [4.0870, 1.6656, -3.7651], [4.3913, 1.6918, 0.4665], [-0.9367, -3.8893, 0.3181], [-2.0562, 3.1650, -2.5575], [2.3515, 0.6807, -1.5009], [4.1921, -5.2778, 4.2255], [1.8336, -4.5038, 1.9211], [-4.2993, -1.6914, 0.0480], [3.4569, 0.6296, -5.5286], [-6.1668, -3.9006, 1.1895], [-1.8623, 0.5659, 0.6770], [-4.9846, -3.8491, -2.8213], [-1.4925, 1.8922, -2.5129], [-7.7010, -4.1231, 0.3522], [-1.0873, -5.4652, -1.1259], [3.6715, -2.9415, 1.8332], [-3.8414, 2.9130, -5.3923], [-6.2181, -4.8319, -0.3073], [2.4462, -3.3940, 1.3581], [-6.0171, -4.0911, -2.6325], [-2.3132, -4.5681, -5.1570], [-4.3403, -4.4181, -3.9081], [-0.5025, -6.0804, -2.2263], [-2.9895, -4.0215, -4.1316], [-0.9584, -6.9602, -2.6648], [-5.5480, -7.6350, -6.3944], [-4.4429, -5.7731, -6.0337], [2.0630, 3.3167, -2.7780], [0.0891, -0.1102, -0.1180], [1.6087, -0.8917, -5.2770], [-3.3522, 4.5450, -3.6098], [0.7750, -1.0447, -3.3138], [3.0985, 5.5173, -2.4050], [-6.0833, -6.1611, -4.2523], [-1.5089, 4.1187, -1.2243], [-4.1933, -4.9014, -6.6358], [2.4185, 0.3562, -3.3797], [4.1522, -2.0660, 1.4215], [2.2511, -4.1434, -2.5601], [4.7926, 5.8029, -0.6245], [4.3307, 4.8366, -0.7798], [2.5710, -0.2895, -6.0771], [1.3059, -4.4865, -2.1623], [2.0057, -0.6732, 3.0301], [-2.8119, 0.6679, -5.3563], [4.2111, 1.0940, -6.1505], [-2.0052, -5.8574, -0.7043], [3.3808, 4.6782, -1.7822], [-6.9351, -2.6951, -1.5390], [-7.8151, -5.0674, -4.9911], [-6.8414, -6.0072, -6.6100], [1.6119, -2.4737, -0.1051], [3.1782, 2.3604, -1.1940], [-2.9181, 3.5539, -3.5861], [-6.6334, -3.9618, 0.2051], [-1.7656, 0.9711, -3.5272], [-6.3777, -5.8905, -3.2449], [4.1081, 2.5156, -0.1748]],
  "lowdin_charge": [-0.4852, 0.1385, -0.0742, 0.1434, -0.0530, 0.1312, -0.0565, 0.1489, -0.1057, 0.0976, 0.1056, -0.0473, -0.2699, 0.1863, 0.0854, -0.0553, -0.4838, 0.0418, 0.1418, -0.3986, -0.0572, -0.0514, 0.1896, -0.1749, -0.0850, 0.1674, -0.0180, 0.1183, 0.1158, -0.0485, -0.0798, -0.0930, -0.3765, -0.0470, 0.1185, -0.0016, 0.0901, -0.1377, -0.0554, -0.1436, 0.0829, 0.0472, 0.1153, -0.1628, 0.0882, 0.0930, -0.3995, -0.5371, -0.1261, 0.1446, 0.1160, -0.0578, -0.0497, 0.1107, 0.0992, 0.1031, -0.4417, 1.2296, 0.1183, -0.0862, 0.0673, -0.0463, 0.0898, -0.0008, 0.0649, -0.2763, 0.0947, -0.0734, -0.1169, 0.1181, 0.0746, -0.3657, 0.0970, 0.0816, -0.1053, -0.0738, -0.1804, 0.1111, 0.1413, -0.1139, 0.1060, 1.4098, -0.0697, 0.1241, 0.0663, 0.1161, -0.1252, 1.1808, 0.1377, -0.3833, 0.0896, 0.1007, 0.1189, -0.0481, -0.0547, -0.0777, 0.1840, 0.1096, 0.1192, 0.1124, -0.0560, 0.1179, 0.1392, 0.0848, 1.2944, -0.4001, -0.0569, -0.0470, -0.0185, 0.1218, -0.0922]
}

Record 2
{
  "formula": "C44H42N2O11",
  "method": "ωB97M-V/def2-TZVPD",
  "max_force_ev_per_a": 3.05,
  "energy_ev": -71805.94613,
  "homo_energy_ev": -8.8,
  "smiles": "[H]/N=C\\Cc1ccc2c(c1Cc1cccc(C)c1)C(=O)c1cc(CCCCOC)c(C/C(C)=N\\[H])cc1C2=O.O=C1C=C(O)C(=O)C=C1O.O=C1C=C(O)C(=O)C=C1O",
  "e_lumo_ev": -1.62,
  "species": ["O", "H", "C", "C", "H", "H", "C", "H", "C", "H", "H", "H", "C", "H", "C", "C", "O", "C", "C", "H", "H", "C", "O", "C", "C", "C", "H", "C", "H", "H", "O", "C", "H", "C", "H", "H", "O", "H", "O", "H", "H", "H", "H", "C", "O", "C", "H", "C", "O", "C", "C", "H", "C", "H", "C", "H", "H", "C", "H", "H", "C", "C", "C", "H", "C", "H", "H", "H", "H", "C", "H", "C", "O", "H", "C", "O", "O", "C", "H", "C", "C", "H", "C", "C", "C", "H", "H", "C", "N", "C", "C", "C", "N", "C", "C", "H", "C", "H", "H"],
  "xyz": [[-0.6250, 5.5810, -0.2491], [-5.0629, 1.2514, 1.9134], [3.4660, 4.2898, -1.3259], [2.9264, -0.8922, 5.8468], [-0.8245, -7.8536, -2.3354], [-6.5317, -1.2935, 0.5680], [2.2867, 2.5840, -2.8046], [1.4348, 0.4699, -1.4197], [4.9571, 2.8796, -2.8878], [4.6677, 0.5413, 1.9469], [4.3932, 4.7855, -0.9397], [4.5800, -0.3945, -4.5641], [2.6629, -1.3114, -1.0283], [0.8015, -1.8757, 0.0697], [-1.3730, 3.2440, -0.3653], [-3.1701, 1.9351, 0.8985], [-7.2082, 1.9581, 0.7952], [0.3074, -4.8316, -1.0634], [-0.3971, 4.4353, -0.5608], [-3.7726, -1.1495, -0.5710], [-7.1209, 2.0958, 2.9275], [-3.1907, 0.8993, -0.1629], [3.2862, -5.8732, -2.9335], [4.6054, -0.2170, 3.6484], [3.5378, 3.2347, -2.3539], [-0.3691, 2.3777, -2.5968], [-8.6904, 0.5265, 0.7288], [-3.8791, -0.4727, 3.7036], [3.3316, -6.7025, -3.4473], [6.2401, -1.0431, 4.7170], [4.8812, -1.7118, 6.8500], [-2.2628, 1.0308, -1.3002], [-2.2379, 0.2463, -2.0952], [0.9901, 4.0527, -1.1924], [-5.5784, 1.2528, -0.9608], [1.3696, 1.1694, -4.2841], [2.6623, 0.6569, 2.6709], [1.8237, -0.6195, 0.8766], [-0.0849, -3.9121, -0.3744], [-5.5051, -0.3527, -1.7558], [5.1568, 1.8015, -2.6258], [-3.1119, -1.2332, 3.3675], [-6.6475, 3.5489, 1.9907], [2.3788, 1.4465, -3.8671], [-0.7148, 2.0898, -3.7212], [-2.2642, 3.0927, 0.7830], [3.0039, 1.7303, -4.7565], [1.6400, -4.8369, -1.6278], [2.2150, -1.2628, 6.9286], [-5.5660, 0.1568, -0.7478], [2.3486, -0.2932, 4.8009], [-7.5754, -0.8207, -0.8123], [-7.3941, 2.7022, 2.0125], [2.3529, -2.4312, 0.8719], [3.1441, 0.0965, 3.6377], [-4.3745, -0.5973, 1.0514], [4.0671, -3.0354, -0.9231], [2.0498, -5.8474, -2.4002], [-2.0202, 2.2615, 3.3027], [-4.8316, -0.7559, 3.1778], [-0.1884, -7.0064, -2.1191], [4.4589, -1.8040, -2.7997], [5.1837, -0.8129, 4.6958], [2.1848, 5.5254, 0.0480], [-4.2044, -0.2732, -0.0036], [-7.4826, 0.2110, 2.0171], [-8.4376, 3.1222, 2.1003], [5.3157, -2.4392, -3.1457], [2.8603, -1.6692, 7.5386], [1.8610, -1.5951, 0.3073], [5.7207, 3.4911, -2.3238], [1.1513, -7.0019, -2.7108], [-1.8150, -5.9708, -0.7865], [-4.3842, 2.8148, 2.5166], [2.2700, -0.1471, -1.8376], [5.3118, 0.1292, 2.5554], [1.5534, -7.8948, -3.4331], [3.7854, -2.1468, -1.5424], [2.2654, -3.9901, -1.3888], [-0.5888, -5.9928, -1.3454], [2.1865, 4.7228, -0.7223], [-3.9401, -0.5561, 4.8149], [-1.3631, 2.1849, -1.4048], [4.0452, -0.6400, -3.6110], [-6.8664, -0.4053, -0.0497], [-1.8556, -5.1368, -0.2803], [4.1192, 4.6354, -4.4922], [5.1417, 3.0700, -4.4332], [-2.2317, 1.3423, 3.7125], [-4.1143, 1.7953, 2.1449], [2.9332, 0.1696, -3.1162], [-7.5787, 0.5868, 0.9547], [4.6584, 4.0261, -5.1282], [1.0123, 2.9867, -2.2257], [-3.3394, 0.9263, 3.2244], [5.7641, 2.2934, -4.9642], [4.3927, -1.1810, 5.8692], [1.2889, -0.0764, 4.7731], [-2.2579, 3.9024, 1.5593]],
  "lowdin_charge": [0.1043, 0.0790, -0.0030, -0.2300, 0.1367, 0.1091, -0.0937, 0.1143, -0.1271, 0.1178, 0.1069, 0.1048, -0.2080, 0.0620, -0.0506, -0.1166, -0.2258, -0.3063, -0.2859, 0.1178, 0.0898, -0.1290, 0.1058, -0.2283, -0.1430, -0.2820, 0.1257, -0.0503, 0.1187, 0.1364, 0.1099, 0.0572, 0.1245, -0.0540, 0.1139, 0.1159, 0.0937, 0.0647, 0.1004, 0.1122, 0.1083, 0.0879, 0.0913, -0.0812, 0.1043, 0.0400, 0.1106, 0.0835, 0.1042, -0.1667, 0.0823, 0.1071, -0.1195, 0.0841, -0.3119, 0.0808, 0.1005, -0.2154, 0.0395, 0.0585, 0.0785, -0.0676, 0.0757, 0.1167, -0.1361, 0.1137, 0.0979, 0.0985, 0.1180, -0.0578, 0.1183, -0.3114, 0.1026, 0.1182, 0.0181, 0.1037, 0.1134, -0.0696, 0.0895, -0.2259, 0.0094, 0.0796, -0.0488, -0.0458, -0.1565, 0.1162, 0.0540, -0.2524, 0.1240, -0.0897, -0.1796, -0.2376, 0.0893, -0.0206, -0.3679, 0.1095, -0.3158, 0.1379, 0.1245]
}

Kohn-Sham gap per entry: 7.255; 7.232 eV